23
Properties=species:S:1:pos:R:3 method="wB97M-V/def2-TZVPD" total_charge=0 smiles="C=C[C@@H]1C[C@]1(N)[P@](=O)(O)C=C" lumo_ev=0.636 total_energy_ha=-820.42924 largest_force_ev_per_a=4.51 homo_ha=-0.310 homo_lumo_gap_ev=9.1
C 1.5277 -2.9875 0.5497
C 1.7702 -1.7866 0.0850
C 0.9902 -1.1232 -1.0019
C 1.1989 0.2228 -1.7044
C -0.0107 -0.0904 -0.9220
N -1.3244 -0.1261 -1.4674
P -0.0284 1.0610 1.0485
O 1.2126 1.6384 1.6457
O -0.7108 -0.0388 2.0930
C -1.1941 2.4186 0.7306
C -2.4954 2.1538 0.7605
H 2.2529 -3.4062 1.2739
H 0.7808 -3.5814 0.1877
H 2.6496 -1.1082 0.3100
H 0.7994 -1.9609 -1.7610
H 2.0479 0.9018 -1.3029
H 1.1182 0.2704 -2.8199
H -2.0743 -0.4078 -0.8288
H -1.5310 0.8047 -1.8860
H 0.0374 -0.1409 2.7148
H -0.7346 3.3676 0.5210
H -3.3969 2.7135 0.5951
H -2.8851 1.2053 1.1790

24
Properties=species:S:1:pos:R:3 method="wB97M-V/def2-TZVPD" total_charge=0 smiles="CCP(=O)(CC)n1sccc1=O" lumo_ev=0.353 total_energy_ha=-1218.68396 largest_force_ev_per_a=4.09 homo_ha=-0.321 homo_lumo_gap_ev=9.1
C -2.7997 0.7783 -0.3231
C -2.0537 -0.5205 -0.3725
P -0.2025 -0.2070 -0.6465
O -0.1773 0.6628 -1.7974
C 0.7037 -1.8014 -0.9246
C 1.9325 -1.6459 -1.8317
N 0.2097 0.7526 0.9145
S -0.7618 1.1474 2.1900
C 0.5972 1.8858 2.9480
C 1.7118 1.7478 2.1816
C 1.5482 1.0286 0.9895
O 2.2931 0.5031 0.1544
H -2.9675 1.0801 0.7257
H -2.2771 1.5193 -0.9063
H -3.6964 0.5232 -0.7851
H -2.1108 -1.0158 -1.3553
H -2.4197 -1.2670 0.2763
H 0.7785 -2.4809 0.0977
H -0.0048 -2.3526 -1.6233
H 1.6186 -1.1804 -2.8535
H 2.5800 -0.9461 -1.3940
H 2.4202 -2.5830 -2.1647
H 0.4543 2.1051 3.9790
H 2.6235 2.2666 2.5215

24
Properties=species:S:1:pos:R:3 method="wB97M-V/def2-TZVPD" total_charge=-1 lumo_ev=3.476 total_energy_ha=-1166.86654 largest_force_ev_per_a=2.17 homo_ha=-0.083 homo_lumo_gap_ev=5.7
C 1.8912 1.4785 1.6116
C 1.8585 -1.7442 -0.0450
C 2.5350 2.1195 0.3703
C 0.6482 0.1866 0.1316
C -1.7094 -1.7108 0.9861
C -0.9856 -1.0457 -2.1880
C -2.2183 1.0849 -0.1414
N 0.9262 0.6377 1.3725
O 1.6056 -2.1584 1.0187
O 2.3515 -1.7083 -1.0946
Si -1.0980 -0.3971 -0.3392
S 1.7489 1.3355 -1.0246
H 2.2316 1.6826 2.6391
H 2.4613 3.2218 0.4333
H 3.6830 2.0067 0.3509
H -2.7569 -1.5360 1.0469
H -1.7851 -2.8279 0.7899
H -1.2242 -1.5470 2.0105
H -0.0380 -1.6230 -2.2593
H -1.8837 -1.5841 -2.5008
H -1.0833 -0.0935 -2.7392
H -1.7091 1.7873 0.5025
H -2.2102 1.4854 -1.2157
H -3.2393 0.9494 0.2839

20
Properties=species:S:1:pos:R:3 method="wB97M-V/def2-TZVPD" total_charge=-1 lumo_ev=2.668 total_energy_ha=-330.62681 largest_force_ev_per_a=3.20 homo_ha=-0.151 homo_lumo_gap_ev=6.8
Nb 2.5970 -0.2867 -0.2169
C 1.0153 1.3408 0.2537
C -0.3747 0.6140 0.1507
C -1.0363 0.5765 -1.1420
C -2.3145 -0.1501 -1.2073
C -2.8230 -0.7683 -0.0018
C -2.1582 -0.7211 1.2946
C -0.8923 -0.0082 1.3629
H 3.1710 -0.1513 1.5087
H 1.3940 -1.5606 0.3563
H 1.7715 -0.4374 -1.8631
H 3.8059 0.9206 -0.8668
H 3.7343 -1.6900 -0.5966
H 1.1467 1.7884 1.2696
H 0.9872 2.1457 -0.5249
H -0.6015 1.0695 -2.0410
H -2.8029 -0.2067 -2.2041
H -3.7895 -1.3309 -0.0450
H -2.5372 -1.2211 2.2123
H -0.2928 0.0768 2.3007

20
Properties=species:S:1:pos:R:3 method="wB97M-V/def2-TZVPD" total_charge=0 smiles=C[C@@]12CCCC[C@H]1O2 lumo_ev=0.930 total_energy_ha=-348.91533 largest_force_ev_per_a=4.16 homo_ha=-0.356 homo_lumo_gap_ev=10.6
C 1.3959 1.1467 0.8064
C 1.2357 -0.2291 -0.1041
C 0.6360 -1.4564 0.6986
C -0.7454 -0.7798 0.8533
C -1.4890 0.0009 -0.2145
C -0.7893 0.9336 -1.2831
C 0.6259 0.0189 -1.4158
O 2.0348 0.1506 -1.2068
H 1.6533 1.7194 -0.1610
H 2.2697 1.1560 1.5794
H 0.2827 1.4823 1.2001
H 0.3902 -2.4668 0.0259
H 0.8392 -1.7764 1.8328
H -1.1390 -1.7241 1.3521
H -0.5377 -0.0745 1.6857
H -2.2756 0.5208 0.2329
H -2.1902 -0.6473 -0.9246
H -0.9326 2.1283 -0.9229
H -1.5384 0.8091 -2.1645
H 0.2739 -0.9123 -1.8698

20
Properties=species:S:1:pos:R:3 method="wB97M-V/def2-TZVPD" total_charge=0 smiles="CC1=C(CO)CCC1" lumo_ev=0.849 total_energy_ha=-349.10068 largest_force_ev_per_a=3.62 homo_ha=-0.311 homo_lumo_gap_ev=9.3
C 2.1111 -0.5223 0.6208
C 0.7935 0.1572 0.3165
C -0.1443 -0.1847 -0.5019
C -0.2896 -1.4971 -1.2939
O -1.4237 -1.4868 -2.1257
C -1.3431 0.7343 -0.3721
C -0.9286 1.8073 0.5655
C 0.2277 1.1080 1.3170
H 2.9223 -0.4680 -0.1554
H 2.6914 -0.0692 1.4192
H 1.8665 -1.6208 0.8667
H 0.6303 -1.5349 -1.8541
H -0.3551 -2.2787 -0.5933
H -1.8378 -2.3410 -2.0125
H -1.6127 1.0049 -1.3938
H -2.1459 0.1765 0.1149
H -0.4149 2.7058 0.0572
H -1.6941 2.0101 1.2358
H -0.0960 0.5451 2.1614
H 1.0430 1.7543 1.6275